(a)
The following is a quantum chemistry calculation of C6H7NO2 in the gas phase, from OMol25.

```
16
Properties=species:S:1:pos:R:3:lowdin_charge:R:1
O 2.61895 -1.25614 -0.14344 -0.097
N 1.60892 -0.46004 -0.01817 -0.256
C 1.77453 0.87304 0.01112 -0.040
C 0.70922 1.70685 -0.05397 -0.068
C -0.60399 1.27833 0.03305 -0.007
C -0.72597 -0.11922 0.29008 -0.224
C -2.08721 -0.50584 0.61155 -0.181
O -2.83257 -0.36113 -0.67109 -0.105
C 0.33843 -0.89626 0.02042 0.010
H 2.84005 1.12473 0.15219 0.149
H 0.82316 2.81723 -0.20468 0.132
H -1.43125 1.95304 -0.12478 0.122
H -2.14737 -1.59433 0.93531 0.139
H -2.52738 0.15863 1.33955 0.115
H -3.83571 -0.31474 -0.56644 0.116
H 0.29498 -2.00757 -0.36117 0.193
```

The HOMO-LUMO gap comes out at 8.574 eV. As for the HOMO energy: -8.366 eV.

=====

(b)
The following is a quantum chemistry calculation of C6H7NO2 in the gas phase, from OMol25.

```
16
Properties=species:S:1:pos:R:3:lowdin_charge:R:1
C -0.56078 1.90380 -0.06537 -0.037
C -0.35174 0.45939 0.09211 -0.139
C 0.85641 -0.39807 0.15011 -0.099
N 2.15504 0.19054 0.11830 -0.365
O 3.10709 -0.57057 0.07739 0.077
O 2.19135 1.39720 0.29023 0.043
C 0.55976 -1.79562 0.02924 -0.005
C -0.77553 -1.83743 0.04543 -0.096
C -1.43696 -0.54002 -0.02142 -0.160
H -1.21846 2.05008 -0.91271 0.086
H 0.49500 2.38089 -0.18147 0.111
H -0.99227 2.44646 0.70927 0.061
H 1.33131 -2.54175 -0.00579 0.118
H -1.28473 -2.76137 -0.17055 0.102
H -2.01646 -0.27588 -0.92608 0.154
H -2.05906 -0.10763 0.77133 0.149
```

The HOMO-LUMO gap comes out at 8.420 eV. As for the HOMO energy: -8.776 eV.

=====

The structure shown above that is most stable: (a).